DFT (wB97M-V/def2-TZVPD) results for a 5-piece molecular cluster, C41H87Br2N5O14 overall in a non-equilibrium geometry.

Computed properties:
* relative energy (zero: lowest compared OMol25 entry of this formula, charge and spin): 0.00 kJ/mol
* SMILES: CCC(=O)OCC[C@]1(N=C(C)C)C(=O)O[C@H]([C@H](Br)[C@@H](C)Br)[C@]1(O)COC.COCCNCCOC.COCCNCCOC.COCCNCCOC.COCCNCCOC
* highest occupied orbital energy: -8.232 eV
* maximum force: 3.2 eV/Å

Bonds (Å) are listed after each position.
Cartesian coordinates (Å):
1 C -6.449 -0.474 -7.881  C2 1.530, H27 1.084, H28 1.088, H29 1.087
2 C -6.317 -1.622 -8.883  C1 1.530, C3 1.511, H30 1.088, H31 1.082
3 C -4.917 -2.188 -8.936  C2 1.511, O4 1.216, O5 1.347
4 O -4.689 -3.367 -9.126  C3 1.216
5 O -3.962 -1.251 -8.781  C3 1.347, C6 1.439
6 C -2.635 -1.791 -8.654  O5 1.439, C7 1.510, H32 1.087, H33 1.086
7 C -1.702 -0.604 -8.643  C6 1.510, C8 1.521, H34 1.091, H35 1.089
8 C -0.217 -0.909 -8.773  C7 1.521, N9 1.441, C13 1.552, C22 1.599
9 N 0.550 0.289 -8.544  C8 1.441, C10 1.278
10 C 0.327 1.391 -9.152  N9 1.278, C11 1.502, C12 1.510
11 C -0.154 2.599 -8.399  C10 1.502, H36 1.086, H37 1.088, H38 1.090
12 C 0.579 1.626 -10.621  C10 1.510, H39 1.087, H40 1.085, H41 1.089
13 C 0.077 -1.685 -10.084  C8 1.552, O14 1.206, O15 1.381
14 O -0.409 -1.511 -11.174  C13 1.206
15 O 0.976 -2.712 -9.868  C13 1.381, C16 1.424
16 C 0.701 -3.259 -8.581  O15 1.424, C17 1.563, C22 1.547, H42 1.083
17 C -0.373 -4.390 -8.678  C16 1.563, Br18 1.964, C19 1.556, H43 1.082
18 Br -0.037 -5.634 -7.195  C17 1.964
19 C -0.286 -5.162 -10.025  C17 1.556, C20 1.522, Br21 1.959, H44 1.083
20 C -0.575 -6.655 -9.961  C19 1.522, H45 1.084, H46 1.089, H47 1.084
21 Br -1.611 -4.420 -11.263  C19 1.959
22 C 0.420 -1.975 -7.766  C8 1.599, C16 1.547, O23 1.439, C24 1.505
23 O 1.763 -1.490 -7.590  C22 1.439, H48 0.960
24 C -0.156 -2.031 -6.377  C22 1.505, O25 1.405, H49 1.097, H50 1.095
25 O 0.510 -3.001 -5.609  C24 1.405, C26 1.413
26 C 0.096 -2.961 -4.259  O25 1.413, H51 1.081, H52 1.093, H53 1.095
27 H -5.934 0.417 -8.221  C1 1.084
28 H -7.496 -0.206 -7.755  C1 1.088
29 H -6.075 -0.755 -6.899  C1 1.087
30 H -6.526 -1.210 -9.868  C2 1.088
31 H -6.984 -2.435 -8.627  C2 1.082
32 H -2.622 -2.372 -7.735  C6 1.087
33 H -2.408 -2.465 -9.475  C6 1.086
34 H -2.008 0.025 -9.480  C7 1.091
35 H -1.829 0.013 -7.754  C7 1.089
36 H -0.045 2.421 -7.333  C11 1.086
37 H 0.355 3.511 -8.701  C11 1.088
38 H -1.223 2.709 -8.583  C11 1.090
39 H 0.207 0.816 -11.243  C12 1.087
40 H 0.175 2.582 -10.938  C12 1.085
41 H 1.663 1.650 -10.730  C12 1.089
42 H 1.537 -3.738 -8.088  C16 1.083
43 H -1.397 -4.054 -8.578  C17 1.082
44 H 0.692 -5.037 -10.472  C19 1.083
45 H -1.507 -6.881 -9.456  C20 1.084
46 H -0.684 -6.998 -10.989  C20 1.089
47 H 0.258 -7.217 -9.555  C20 1.084
48 H 2.031 -1.649 -6.682  O23 0.960
49 H 0.021 -1.047 -5.927  C24 1.097
50 H -1.238 -2.194 -6.335  C24 1.095
51 H 0.815 -3.447 -3.615  C26 1.081
52 H -0.890 -3.428 -4.197  C26 1.093
53 H -0.019 -1.928 -3.915  C26 1.095
54 C -0.210 -1.871 2.815  O55 1.414, H63 1.090, H64 1.096, H65 1.093
55 O 1.149 -1.800 2.431  C54 1.414, C56 1.423
56 C 1.991 -2.758 3.064  O55 1.423, C57 1.515, H66 1.094, H67 1.093
57 C 2.405 -3.865 2.117  C56 1.515, N58 1.458, H68 1.095, H69 1.097
58 N 1.294 -4.752 1.791  C57 1.458, C59 1.462, H70 1.010
59 C 1.514 -5.636 0.649  N58 1.462, C60 1.527, H71 1.093, H72 1.095
60 C 1.896 -5.040 -0.704  C59 1.527, O61 1.418, H73 1.093, H74 1.097
61 O 0.865 -4.325 -1.363  C60 1.418, C62 1.419
62 C 0.638 -3.017 -0.864  O61 1.419, H75 1.092, H76 1.092, H77 1.089
63 H -0.688 -0.945 2.496  C54 1.090
64 H -0.739 -2.700 2.331  C54 1.096
65 H -0.308 -1.957 3.900  C54 1.093
66 H 1.530 -3.158 3.972  C56 1.094
67 H 2.894 -2.220 3.365  C56 1.093
68 H 3.202 -4.451 2.587  C57 1.095
69 H 2.826 -3.384 1.225  C57 1.097
70 H 0.467 -4.199 1.617  N58 1.010
71 H 0.586 -6.195 0.505  C59 1.093
72 H 2.281 -6.367 0.928  C59 1.095
73 H 2.124 -5.880 -1.363  C60 1.093
74 H 2.810 -4.435 -0.658  C60 1.097
75 H 1.561 -2.519 -0.561  C62 1.092
76 H -0.065 -3.047 -0.028  C62 1.092
77 H 0.174 -2.429 -1.655  C62 1.089
78 C 4.357 -2.932 5.942  O79 1.414, H87 1.089, H88 1.095, H89 1.094
79 O 4.993 -2.281 4.860  C78 1.414, C80 1.422
80 C 5.747 -1.128 5.212  O79 1.422, C81 1.515, H90 1.094, H91 1.093
81 C 7.239 -1.383 5.150  C80 1.515, N82 1.457, H92 1.095, H93 1.097
82 N 7.688 -2.264 6.219  C81 1.457, C83 1.462, H94 1.010
83 C 9.030 -2.821 6.049  N82 1.462, C84 1.527, H95 1.092, H96 1.095
84 C 9.364 -3.605 4.783  C83 1.527, O85 1.414, H97 1.092, H98 1.097
85 O 8.744 -4.872 4.676  C84 1.414, C86 1.414
86 C 7.390 -4.857 4.271  O85 1.414, H99 1.093, H100 1.093, H101 1.090
87 H 3.616 -3.612 5.522  C78 1.089
88 H 5.061 -3.526 6.534  C78 1.095
89 H 3.845 -2.219 6.594  C78 1.094
90 H 5.448 -0.743 6.192  C80 1.094
91 H 5.505 -0.362 4.470  C80 1.093
92 H 7.763 -0.425 5.234  C81 1.095
93 H 7.453 -1.793 4.155  C81 1.097
94 H 7.034 -3.027 6.319  N82 1.010
95 H 9.198 -3.489 6.897  C83 1.092
96 H 9.751 -2.003 6.146  C83 1.095
97 H 10.435 -3.816 4.820  C84 1.092
98 H 9.201 -3.023 3.868  C84 1.097
99 H 7.191 -4.080 3.528  C86 1.093
100 H 6.721 -4.731 5.126  C86 1.093
101 H 7.167 -5.826 3.825  C86 1.090
102 C -1.499 3.991 5.178  O103 1.417, H111 1.089, H112 1.096, H113 1.091
103 O -0.270 4.000 5.884  C102 1.417, C104 1.420
104 C -0.396 4.007 7.298  O103 1.420, C105 1.516, H114 1.095, H115 1.094
105 C -0.047 2.665 7.909  C104 1.516, N106 1.457, H116 1.095, H117 1.097
106 N -1.052 1.653 7.614  C105 1.457, C107 1.461, H118 1.010
107 C -0.647 0.274 7.876  N106 1.461, C108 1.527, H119 1.093, H120 1.095
108 C 0.613 -0.278 7.213  C107 1.527, O109 1.415, H121 1.093, H122 1.097
109 O 0.517 -0.492 5.818  C108 1.415, C110 1.418
110 C 0.636 0.668 5.011  O109 1.418, H123 1.092, H124 1.093, H125 1.090
111 H -1.287 4.255 4.143  C102 1.089
112 H -1.966 2.999 5.182  C102 1.096
113 H -2.201 4.723 5.583  C102 1.091
114 H -1.393 4.338 7.606  C104 1.095
115 H 0.324 4.742 7.668  C104 1.094
116 H 0.032 2.781 8.995  C105 1.095
117 H 0.945 2.389 7.530  C105 1.097
118 H -1.327 1.730 6.645  N106 1.010
119 H -1.480 -0.360 7.563  C107 1.093
120 H -0.548 0.149 8.959  C107 1.095
121 H 0.783 -1.270 7.642  C108 1.093
122 H 1.508 0.311 7.449  C108 1.097
123 H 1.363 1.379 5.410  C110 1.092
124 H -0.335 1.156 4.890  C110 1.093
125 H 0.967 0.353 4.021  C110 1.090
126 C -7.839 8.625 6.324  O127 1.413, H135 1.089, H136 1.096, H137 1.093
127 O -7.220 9.328 5.266  C126 1.413, C128 1.421
128 C -6.368 10.391 5.671  O127 1.421, C129 1.515, H138 1.094, H139 1.093
129 C -4.902 10.047 5.497  C128 1.515, N130 1.457, H140 1.095, H141 1.097
130 N -4.459 9.044 6.457  C129 1.457, C131 1.462, H142 1.010
131 C -3.171 8.420 6.161  N130 1.462, C132 1.527, H143 1.093, H144 1.095
132 C -2.958 7.734 4.814  C131 1.527, O133 1.416, H145 1.093, H146 1.097
133 O -3.669 6.523 4.634  C132 1.416, C134 1.415
134 C -5.041 6.662 4.317  O133 1.415, H147 1.092, H148 1.093, H149 1.090
135 H -8.648 8.036 5.896  C126 1.089
136 H -7.148 7.936 6.823  C126 1.096
137 H -8.261 9.309 7.065  C126 1.093
138 H -6.584 10.704 6.697  C128 1.094
139 H -6.595 11.235 5.015  C128 1.093
140 H -4.308 10.956 5.633  C129 1.095
141 H -4.771 9.715 4.460  C129 1.097
142 H -5.159 8.320 6.530  N130 1.010
143 H -3.004 7.669 6.937  C131 1.093
144 H -2.390 9.178 6.285  C131 1.095
145 H -1.903 7.452 4.770  C132 1.093
146 H -3.127 8.405 3.963  C132 1.097
147 H -5.227 7.516 3.661  C134 1.092
148 H -5.650 6.749 5.221  C134 1.093
149 H -5.355 5.754 3.802  C134 1.090